Below is 8 unconnected molecules or ions with the total composition C42H67BF2NO30PS8, with properties calculated with ωB97M-V/def2-TZVPD.

The geometry in XYZ format:
```
152
C42H67BF2NO30PS8 | OMol25 | ωB97M-V/def2-TZVPD
C 3.842 7.895 -1.013
C 3.085 7.177 -2.231
B 2.901 5.631 -1.760
O 4.096 4.966 -1.414
C 1.456 4.955 -1.659
C 0.434 5.536 -0.779
C -0.918 4.969 -0.589
C -1.275 3.740 -1.317
C -0.244 3.166 -2.225
C 1.109 3.740 -2.422
P 2.234 2.827 -3.631
C 3.828 2.273 -2.815
C 2.585 4.139 -4.965
C 1.149 4.751 -5.345
S -0.781 1.632 -3.074
C -1.621 0.790 -1.675
C -2.464 1.691 -0.853
C -3.162 1.134 0.311
C -3.018 -0.284 0.649
C -3.742 -0.864 1.906
C -4.533 0.188 2.772
C -3.645 1.083 3.741
C -2.089 0.895 3.578
C -3.925 2.647 3.573
C -2.159 -1.130 -0.196
F -2.035 -2.450 0.209
C -1.444 -0.635 -1.380
C -0.512 -1.494 -2.277
C 0.954 -1.470 -1.618
C -1.051 -2.954 -2.601
C 0.166 -3.964 -2.664
N -2.595 3.117 -1.132
C -3.480 3.400 -2.304
C -4.421 2.215 -2.710
O -4.142 1.561 -3.662
F -5.592 1.901 -2.036
H 4.938 7.664 -1.081
H 3.717 9.009 -1.075
H 3.509 7.489 -0.013
H 2.080 7.679 -2.331
H 3.680 7.218 -3.184
H 3.803 4.278 -0.774
H 0.676 6.466 -0.215
H -1.670 5.438 0.095
H 4.085 1.234 -3.152
H 3.796 2.263 -1.697
H 4.706 2.930 -3.091
H 3.203 4.978 -4.548
H 3.089 3.679 -5.859
H 1.119 4.913 -6.455
H 0.390 3.965 -5.081
H 0.968 5.720 -4.806
H -3.774 1.862 0.902
H -3.072 -1.448 2.592
H -4.514 -1.594 1.511
H -5.150 0.890 2.134
H -5.294 -0.369 3.396
H -3.964 0.836 4.791
H -1.851 -0.173 3.805
H -1.715 1.210 2.571
H -1.553 1.540 4.332
H -3.690 3.226 4.507
H -4.983 2.851 3.256
H -3.249 3.053 2.766
H -0.375 -0.983 -3.274
H 1.075 -2.210 -0.792
H 1.118 -0.403 -1.298
H 1.673 -1.650 -2.469
H -1.896 -3.301 -1.957
H -1.465 -2.914 -3.668
H 0.889 -3.530 -3.416
H -0.121 -4.968 -3.098
H 0.639 -4.152 -1.672
H -4.159 4.252 -1.988
H -2.852 3.784 -3.147
C 2.738 -7.081 1.231
C 1.747 -7.519 0.171
O 1.638 -6.407 -0.716
S 3.053 -5.635 -0.776
O 3.758 -6.082 -1.927
O 2.818 -4.257 -0.500
O 3.726 -6.320 0.526
H 2.266 -6.427 1.968
H 3.198 -7.926 1.741
H 0.775 -7.772 0.591
H 2.129 -8.370 -0.399
C 2.059 1.570 3.207
C 1.009 2.666 3.211
O 1.163 3.329 1.947
S 1.640 2.247 0.851
O 0.508 1.814 0.119
O 2.815 2.748 0.212
O 2.078 1.075 1.869
H 3.050 1.971 3.437
H 1.823 0.768 3.905
H 1.146 3.363 4.030
H 0.002 2.250 3.253
C 5.663 -2.887 1.747
C 4.428 -2.030 1.552
O 4.317 -1.265 2.757
S 5.796 -0.967 3.332
O 6.188 0.335 2.913
O 5.839 -1.380 4.693
O 6.595 -2.048 2.436
H 5.449 -3.751 2.381
H 6.082 -3.227 0.802
H 3.531 -2.623 1.389
H 4.557 -1.333 0.720
C 1.134 8.456 4.070
C 2.335 7.745 4.665
O 1.891 6.406 4.898
S 0.809 6.002 3.766
O 1.476 5.268 2.743
O -0.361 5.518 4.416
O 0.516 7.493 3.212
H 0.414 8.733 4.844
H 1.417 9.342 3.505
H 2.672 8.204 5.593
H 3.165 7.708 3.955
C -2.474 -7.787 -1.127
C -3.318 -6.788 -0.360
O -3.755 -7.496 0.806
S -2.617 -8.553 1.244
O -1.832 -7.962 2.277
O -3.218 -9.833 1.370
O -1.755 -8.518 -0.126
H -3.099 -8.492 -1.680
H -1.782 -7.301 -1.814
H -4.170 -6.435 -0.937
H -2.721 -5.933 -0.033
C -1.456 -2.837 -8.079
C -0.030 -3.332 -7.930
O -0.008 -4.008 -6.670
S -1.451 -4.682 -6.405
O -1.386 -6.052 -6.786
O -1.912 -4.263 -5.126
O -2.272 -3.880 -7.541
H -1.626 -1.932 -7.490
H -1.720 -2.645 -9.118
H 0.695 -2.520 -7.943
H 0.221 -4.057 -8.708
C -4.589 -3.570 4.904
C -3.389 -4.470 5.134
O -2.364 -3.597 5.616
S -3.041 -2.406 6.474
O -2.965 -2.745 7.853
O -2.574 -1.164 5.961
O -4.564 -2.630 5.981
H -4.495 -3.017 3.966
H -5.526 -4.124 4.905
H -3.068 -4.976 4.226
H -3.594 -5.212 5.910
```

structure (SMILES)	CCB(O)c1ccc2c(c1P(C)CC)Sc1c(cc(CCC(C)C)c(F)c1[C@@H](C)CC)N2CC(=O)F.O=S1(=O)OCCO1.O=S1(=O)OCCO1.O=S1(=O)OCCO1.O=S1(=O)OCCO1.O=S1(=O)OCCO1.O=S1(=O)OCCO1.O=S1(=O)OCCO1
electronic energy	-209628.955	eV
multiplicity	1
net charge	0
gap between HOMO and LUMO	0.2783	Ha
LUMO energy	0.139	eV
HOMO	-7.43	eV

These are the Löwdin partial charges, in e, on atoms 1 to 2: -0.12 -0.15



Below is a molecular structure, C15H4Br2Cl4CoNO3, with properties calculated with ωB97M-V/def2-TZVPD.

The geometry in XYZ format:
```
30
C15H4Br2Cl4CoNO3 | OMol25 | ωB97M-V/def2-TZVPD
Co 0.513 0.115 -0.491
Br -0.588 -3.650 -3.621
C -1.399 -3.078 -2.019
C -2.527 -3.770 -1.531
C -3.152 -3.400 -0.378
Br -4.668 -4.379 0.223
C -2.683 -2.294 0.374
C -3.224 -1.793 1.582
C -2.650 -0.712 2.186
C -1.520 -0.097 1.604
N -1.007 -0.548 0.487
C -1.561 -1.623 -0.133
C -0.875 -1.987 -1.348
O 0.147 -1.278 -1.696
H -2.900 -4.617 -2.090
H -4.090 -2.272 2.019
H -3.050 -0.316 3.109
H -1.023 0.763 2.037
Cl 4.046 5.309 1.648
C 3.472 3.966 0.709
C 4.111 3.592 -0.457
Cl 5.507 4.465 -1.005
C 3.637 2.503 -1.207
Cl 4.419 2.011 -2.673
C 2.522 1.784 -0.793
O 2.015 0.759 -1.430
C 1.871 2.177 0.408
O 0.811 1.449 0.749
C 2.343 3.247 1.138
Cl 1.502 3.674 2.597
```

<S²>	0.79
electronic energy	-251058.639	eV
multiplicity	2
net charge	-1
gap between HOMO and LUMO (spin up / spin down)	0.2344 / 0.2358	Ha
LUMO energy (spin up / spin down)	2.003 / 1.975	eV
HOMO (spin up / spin down)	-4.38 / -4.44	eV

These are the natural (NBO) partial charges, in e, on atoms 1 to 2: 1.15 0.06



Below is a molecular structure, C4H15B2Be2Cl9, with properties calculated with ωB97M-V/def2-TZVPD.

The geometry in XYZ format:
```
32
C4H15B2Be2Cl9 | OMol25 | ωB97M-V/def2-TZVPD
Be -1.152 2.101 -0.653
Be -2.591 -1.657 -0.395
B -0.613 -0.245 0.260
H 0.092 0.543 0.476
H -1.494 -0.126 0.871
H -0.958 -0.226 -0.763
H -0.228 -1.241 0.413
B -3.319 0.787 -1.126
H -3.773 1.751 -1.295
H -2.506 0.589 -1.807
H -3.017 0.799 -0.090
H -4.008 -0.040 -1.187
C 2.745 -1.984 1.808
Cl 4.237 -1.033 1.577
Cl 2.237 -1.965 3.507
Cl 3.033 -3.685 1.294
H 1.972 -1.485 1.224
C 3.971 1.961 -1.179
Cl 4.830 3.086 -0.163
Cl 2.374 1.674 -0.444
H 3.880 2.467 -2.140
H 4.559 1.055 -1.321
C -2.487 2.146 3.649
Cl -1.315 0.845 3.338
Cl -2.955 2.705 2.047
H -3.341 1.689 4.151
H -2.104 3.020 4.175
C 0.433 -2.767 -3.353
Cl -1.201 -2.071 -2.910
Cl 1.816 -1.980 -2.601
H 0.327 -3.771 -2.942
H 0.553 -2.942 -4.422
```

electronic energy	-119218.015	eV
multiplicity	1
net charge	+2
gap between HOMO and LUMO	0.1339	Ha
energy above the lowest of the compared OMol25 structures with the same formula, charge and spin	60.4	kcal per mole
LUMO energy	-11.629	eV
HOMO	-15.27	eV

These are the natural (NBO) partial charges, in e, on atoms 1 to 2: 1.65 1.67



Below is a molecular structure, C6H16BrFSi2, with properties calculated with ωB97M-V/def2-TZVPD.

The geometry in XYZ format:
```
26
C6H16BrFSi2 | OMol25 | ωB97M-V/def2-TZVPD
C -1.937 -1.636 -2.100
C -1.940 -0.369 0.819
C -1.029 1.389 -1.849
C 2.562 -0.689 2.243
C 1.118 2.107 1.156
C 0.606 -0.947 -0.512
F 3.214 0.866 -0.115
Si -1.118 -0.293 -0.936
Si 1.997 0.392 0.839
Br 0.408 -2.718 0.195
H -1.396 -1.784 -3.003
H -2.015 -2.740 -1.741
H -2.900 -1.376 -2.271
H -1.153 -0.339 1.524
H -2.756 0.428 1.002
H -2.568 -1.255 0.803
H -0.600 2.261 -1.356
H -0.434 1.241 -2.710
H -1.945 1.766 -2.368
H 3.173 -1.539 2.035
H 3.115 -0.107 3.039
H 1.709 -0.907 2.864
H 0.457 1.889 2.080
H 1.775 2.915 1.323
H 0.421 2.363 0.362
H 1.236 -0.919 -1.324
```

electronic energy	-94998.250	eV
multiplicity	1
net charge	0
gap between HOMO and LUMO	0.3486	Ha
energy above the lowest of the compared OMol25 structures with the same formula, charge and spin	0.0	kcal per mole
LUMO energy	0.726	eV
HOMO	-8.76	eV

These are the natural (NBO) partial charges, in e, on atoms 1 to 2: -1.08 -1.09



Below is 2 unconnected molecules or ions with the total composition C6H12O2, with properties calculated with ωB97M-V/def2-TZVPD.

The geometry in XYZ format:
```
20
C6H12O2 | OMol25 | ωB97M-V/def2-TZVPD
C -0.335 0.094 0.419
C 0.778 -2.180 -1.633
C -1.001 0.751 -0.790
C -1.118 0.429 1.700
C 1.103 0.505 0.611
C 1.648 1.652 0.256
O -0.300 -1.326 0.254
O -0.110 -2.212 -2.440
H -1.194 -1.631 0.055
H 1.490 -1.342 -1.563
H 1.005 -3.027 -0.965
H 1.691 -0.253 1.109
H -0.672 -0.083 2.548
H -2.018 0.375 -0.902
H -1.047 1.829 -0.662
H -0.448 0.521 -1.698
H -2.155 0.107 1.605
H -1.097 1.498 1.884
H 2.684 1.863 0.456
H 1.096 2.430 -0.242
```

structure (SMILES)	C=CC(C)(C)O.C=O
electronic energy	-10510.030	eV
multiplicity	1
net charge	0
gap between HOMO and LUMO	0.3816	Ha
energy above the lowest of the compared OMol25 structures with the same formula, charge and spin	52.5	kcal per mole
LUMO energy	0.859	eV
HOMO	-9.53	eV

These are the natural (NBO) partial charges, in e, on atoms 1 to 2: 0.20 0.31



> What is the formula in the first record?

C42H67BF2NO30PS8



> Which value of multiplicity does entry 2 give?

2